C5H13N2S | ωB97M-V/def2-TZVPD

Last column: Mulliken charge in e.
Atoms and positions in Å:
N  -1.5028  -2.0637  -1.2578  -0.5543
C  -2.2897  -0.8266  -1.0023  -0.5817
C  -1.7174  -0.1905  0.2982  -0.5436
N  -0.6011  0.6784  -0.0693  -0.3711
C  0.3629  1.0915  0.9535  -0.3946
C  1.7413  1.3873  0.3539  -0.7565
C  2.6749  0.1702  0.4247  -0.6812
S  3.1735  -0.3244  2.1435  -0.7066
H  -0.5813  -1.7817  -1.5551  0.2040
H  -1.9711  -2.6854  -1.8991  0.1788
H  -2.0612  -0.0523  -1.7575  0.2925
H  -3.3598  -1.0180  -0.8676  0.4408
H  -1.4614  -0.9656  1.0505  0.3741
H  -2.5040  0.4732  0.6714  0.3090
H  -0.0666  0.2259  -0.8045  0.1716
H  0.5164  0.2922  1.7351  0.2979
H  0.0111  2.0026  1.4345  0.2413
H  2.1158  2.2374  0.9310  0.2983
H  1.7207  1.6629  -0.7050  0.3471
H  3.6453  0.3596  -0.0281  0.2818
H  2.1543  -0.6730  -0.0501  0.1525

Force components x, y, z for each atom (eV/Å):
-1.04 0.53 0.45
1.63 0.04 1.03
-0.40 0.50 -0.38
0.30 -0.33 -0.59
0.06 -0.73 0.32
0.30 -0.37 0.29
0.22 -0.05 1.38
-0.34 0.05 -0.19
0.06 -0.46 -0.32
0.36 0.10 -0.35
-0.78 -0.28 -0.06
0.29 -0.17 -0.33
-0.16 0.28 -0.34
-0.02 -0.14 0.47
0.03 -0.01 0.08
-0.12 0.75 -0.50
-0.31 -0.03 0.20
0.49 -0.18 -0.19
-0.55 0.38 -0.07
-0.27 0.10 -0.68
0.24 0.02 -0.20

Results
* LUMO level: 3.33 eV
* E_HOMO: -0.0824 Eh
* energy: -706.00365 Eh
* maximum force: 1.93 eV Å⁻¹
* spin multiplicity: 1
* total charge: -1

=====

C5H13N2S | ωB97M-V/def2-TZVPD

Last column: Mulliken charge in e.
Atoms and positions in Å:
C  1.8756  1.6014  0.2630  -1.3294
C  0.6474  0.6564  0.3474  -0.0386
C  -0.7170  1.2680  0.0151  -0.6802
S  -1.4711  1.9996  1.5582  -0.6927
N  0.9559  -0.4094  -0.6618  -0.0712
C  1.0559  -1.7531  -0.3110  -0.7824
C  -0.2452  -2.6185  -0.5543  -0.6449
N  -0.7498  -2.4207  -1.9203  -0.7003
H  2.3080  1.7771  -0.7288  0.3350
H  1.7194  2.5695  0.7547  0.3402
H  2.7121  1.1715  0.8052  0.3231
H  0.6189  0.3960  1.4046  0.2914
H  -1.3270  0.3940  -0.2045  0.1695
H  -0.7385  2.0243  -0.7671  0.2405
H  1.2111  0.0094  -1.5177  0.2936
H  1.3478  -1.9485  0.7294  0.2503
H  1.8397  -2.2958  -0.8848  0.4002
H  -0.0411  -3.6861  -0.4811  0.3988
H  -0.9841  -2.3076  0.1818  0.3597
H  -0.0026  -2.6918  -2.5619  0.2371
H  -0.8804  -1.4303  -2.1023  0.3004

Force components x, y, z for each atom (eV/Å):
0.04 0.65 0.60
1.18 1.03 -1.99
-0.39 -0.02 2.02
0.22 0.13 -0.41
-0.69 1.02 2.46
0.03 -2.66 -0.47
0.62 1.13 -0.67
0.00 -0.20 -0.16
-0.61 0.00 -0.24
-0.34 -0.09 -0.19
0.15 -0.40 0.24
-0.22 -1.03 -0.24
-0.23 0.18 -0.56
0.26 -0.23 -0.32
0.48 -0.39 -0.83
0.02 0.61 0.10
-0.10 0.41 -0.06
0.12 -0.05 0.45
-0.28 -0.14 -0.10
-0.20 -0.05 0.10
-0.06 0.09 0.28

Results
* LUMO level: 3.54 eV
* E_HOMO: -0.0861 Eh
* energy: -705.99825 Eh
* maximum force: 2.75 eV Å⁻¹
* spin multiplicity: 1
* total charge: -1

=====

C5H13N2S | ωB97M-V/def2-TZVPD

Last column: Mulliken charge in e.
Atoms and positions in Å:
C  -2.5630  -1.6749  -1.1330  -1.0665
C  -2.6871  -1.7216  0.3909  -0.4353
C  -1.7114  -0.7886  1.1137  -0.6922
S  0.0337  -1.2844  0.8454  -0.6578
H  -2.7946  -0.6688  -1.4987  0.2736
H  -3.2633  -2.3797  -1.5881  0.3162
H  -1.5433  -1.9208  -1.4214  0.2999
H  -3.7263  -1.5490  0.7018  0.3448
H  -2.4213  -2.7364  0.7071  0.2308
H  -1.9030  -0.8134  2.1899  0.2893
H  -1.8883  0.2466  0.7916  0.2823
C  2.6431  1.7576  0.5859  -0.2606
C  2.4280  1.3441  -0.6655  -0.1874
N  3.0800  1.9504  -1.7930  -0.6054
N  2.0612  1.2075  1.7362  -0.4812
H  3.3055  2.6030  0.7645  0.3233
H  1.8131  0.4603  -0.8200  0.3380
H  2.4228  2.2713  -2.4881  0.2304
H  3.7463  1.3284  -2.2235  0.2146
H  1.3761  0.4487  1.5183  0.0089
H  1.5918  1.9199  2.2858  0.2345

Force components x, y, z for each atom (eV/Å):
-0.26 0.20 0.33
0.33 -0.32 0.02
0.15 -0.05 -0.07
-0.16 0.05 -0.01
0.02 -0.04 -0.08
0.03 0.00 -0.12
0.03 0.00 -0.02
0.01 0.15 -0.04
-0.13 -0.01 0.06
-0.16 -0.04 -0.02
0.06 -0.04 -0.07
-0.44 0.30 -0.12
0.16 -0.42 0.24
0.37 0.40 0.37
-0.18 -0.27 -0.19
-0.05 0.05 -0.11
-0.21 0.11 -0.01
-0.06 -0.16 -0.07
-0.04 -0.11 -0.20
0.33 0.29 0.08
0.21 -0.10 0.02

Results
* LUMO level: 3.94 eV
* E_HOMO: -0.0985 Eh
* energy: -706.01749 Eh
* maximum force: 0.66 eV Å⁻¹
* spin multiplicity: 1
* total charge: -1

=====

C5H13N3 | ωB97M-V/def2-TZVPD

Last column: Mulliken charge in e.
Atoms and positions in Å:
C  -0.2371  0.7404  0.5660  -0.2025
C  1.2183  -1.7552  1.0025  -0.9980
C  2.6445  -0.2834  -0.2799  -0.9709
C  -2.9698  0.9971  -0.0288  -0.7656
N  1.4739  -0.4131  0.5500  -0.2706
N  -1.6943  1.6789  -0.0773  -0.5938
C  -0.0341  0.0832  -0.6398  0.6706
N  -0.0288  -0.2859  -1.7923  -0.4987
H  -1.5779  2.1037  -0.9960  0.2226
H  -0.7802  0.0072  -2.4153  0.3002
H  -0.7091  0.1777  1.3631  0.1676
H  0.3389  1.6155  0.8324  0.2483
H  0.4076  -1.7535  1.7372  0.2429
H  0.9671  -2.4511  0.1827  0.3184
H  2.6856  0.7261  -0.6972  0.2866
H  2.6528  -0.9821  -1.1342  0.3353
H  3.5589  -0.4812  0.2949  0.3212
H  2.0958  -2.1613  1.5219  0.3692
H  -3.1178  0.2099  -0.7944  0.2554
H  -3.0932  0.5248  0.9517  0.2513
H  -3.8012  1.7024  -0.1472  0.3106

Force components x, y, z for each atom (eV/Å):
-4.91 3.54 -1.60
0.19 -0.29 -0.11
0.02 -0.28 -0.21
0.07 -0.31 -0.02
-0.73 -0.33 -1.41
0.56 -0.19 1.50
3.91 -1.56 1.37
-0.19 -0.16 0.03
0.54 -0.24 0.24
-0.01 0.07 0.17
0.27 -0.01 -0.03
0.24 -0.38 -0.14
-0.07 -0.06 -0.11
0.05 -0.02 0.13
0.14 0.02 0.11
-0.07 0.02 0.04
-0.06 0.14 0.01
0.00 0.01 -0.05
0.03 0.01 0.14
-0.05 0.03 -0.08
0.08 -0.01 0.03

Results
* LUMO level: 0.83 eV
* E_HOMO: -0.2761 Eh
* energy: -362.37227 Eh
* maximum force: 6.26 eV Å⁻¹
* spin multiplicity: 1

=====

C5H13N3 | ωB97M-V/def2-TZVPD

Last column: Mulliken charge in e.
Atoms and positions in Å:
H  1.5507  1.2893  -0.9727  0.2869
N  2.0127  1.0299  -0.1075  -0.8291
C  1.5930  -0.0423  0.4104  0.3974
N  2.1859  -0.5447  1.5339  -0.4682
C  0.7477  -1.2546  -0.4292  -0.5965
C  -0.0984  -0.6455  -1.4428  -0.4789
C  -1.3202  -0.1268  -1.1420  -0.1934
N  -2.1156  0.5780  -2.0593  -0.5187
H  1.6646  -1.1956  2.0953  0.2185
H  2.7888  0.0956  2.0269  0.2965
H  1.5268  -1.9002  -0.8326  0.3366
H  0.1724  -1.7810  0.3326  0.3257
H  0.3742  -0.3787  -2.3817  0.3528
H  -1.9315  -0.6540  -0.4166  0.4552
H  -3.0364  0.1896  -2.2078  0.2349
H  -1.6586  0.7864  -2.9354  0.2115
C  -0.8222  0.9383  1.7248  -1.0498
H  -0.9626  0.7797  0.5294  0.1274
H  -0.9484  -0.0721  2.0976  0.2604
H  0.0040  1.4076  2.2420  0.2853
H  -1.7270  1.5010  1.9345  0.3455

Force components x, y, z for each atom (eV/Å):
-0.04 -0.32 -0.04
-0.32 0.59 0.40
0.27 -2.38 -2.31
-0.08 -0.08 0.37
1.16 1.82 2.20
-1.03 1.37 0.07
-0.29 -2.49 -2.57
0.20 0.36 0.27
0.04 0.02 0.01
-0.09 0.02 0.08
-0.04 0.02 0.10
-0.03 -0.20 -0.04
-0.03 0.15 -0.10
0.23 0.54 0.63
0.08 0.10 0.12
0.01 0.00 0.05
-1.74 -0.60 -2.36
1.57 1.10 3.10
-0.10 -0.19 0.37
0.43 0.15 -0.81
-0.20 0.03 0.46

Results
* LUMO level: 1.02 eV
* E_HOMO: -0.2995 Eh
* energy: -362.50589 Eh
* maximum force: 3.64 eV Å⁻¹
* spin multiplicity: 1

=====

C5H13N3 | ωB97M-V/def2-TZVPD

Last column: Mulliken charge in e.
Atoms and positions in Å:
C  0.7973  0.1136  -0.5509  0.5877
C  -0.6259  -0.3459  2.0973  -0.9105
C  1.7255  -1.0446  -0.2851  -1.4078
N  0.1747  0.5411  1.2932  -0.1681
C  -0.5368  -0.0404  -0.9699  0.3789
N  -0.2482  1.8712  1.5378  -0.7175
N  0.3481  -0.0295  -2.4976  -0.6080
C  -1.8229  -0.2479  -0.8900  -0.7480
H  1.2475  1.0956  -0.6497  0.3076
H  -1.1604  2.0725  1.1088  0.2065
H  0.4349  2.5210  1.1611  0.2250
H  0.7139  0.7862  -2.9786  0.1990
H  0.3607  -0.8900  -3.0373  0.1809
H  -0.3624  -1.3846  1.8827  0.2759
H  -0.4624  -0.1609  3.1684  0.3096
H  -1.7192  -0.2343  1.9496  0.2999
H  1.2121  -2.0045  -0.3553  0.2993
H  2.5535  -1.0282  -0.9954  0.3859
H  2.1305  -0.9440  0.7234  0.4115
H  -2.3358  -0.2617  0.0671  0.1888
H  -2.4246  -0.3850  -1.7798  0.3033

Force components x, y, z for each atom (eV/Å):
-1.18 0.37 5.24
0.06 0.02 -0.18
0.02 0.02 -0.05
1.40 0.05 -0.37
2.03 0.21 -4.70
-0.13 -0.20 -0.35
-1.52 -0.78 0.48
-0.16 0.09 0.19
-0.14 -0.09 -0.20
0.15 0.03 -0.11
-0.10 -0.10 0.09
-0.62 -0.04 0.25
-0.14 0.33 0.06
-0.01 0.01 -0.03
0.08 0.00 -0.11
0.02 -0.04 -0.03
-0.02 0.09 -0.07
-0.11 -0.05 0.00
-0.07 0.08 -0.06
0.24 -0.09 -0.08
0.20 0.10 0.01

Results
* LUMO level: 0.88 eV
* E_HOMO: -0.2368 Eh
* energy: -362.34381 Eh
* maximum force: 5.39 eV Å⁻¹
* spin multiplicity: 1

=====

C5H13N3O | ωB97M-V/def2-TZVPD

Last column: Mulliken charge in e.
Atoms and positions in Å:
C  0.2385  -0.5311  0.8068  1.5521
C  -0.3613  0.7791  0.8787  -1.0725
C  -0.9609  2.4773  -1.1824  -0.8895
C  1.4953  -0.7909  1.6074  -1.5428
C  -0.7007  -1.7157  0.7303  -1.5778
N  1.0113  -0.3848  -0.9337  -0.0605
N  0.0558  1.5714  -0.6887  -0.1388
N  0.2297  0.5468  -1.5444  -0.1973
O  0.8728  -1.5168  -1.7171  -0.5497
H  1.1247  -2.3885  -2.0340  0.3471
H  -0.6090  0.1451  -2.0089  0.2493
H  0.0891  1.4918  1.5611  0.3298
H  -1.4529  0.8100  0.8781  0.3521
H  -1.1881  3.1658  -0.3712  0.3320
H  -0.5966  3.0511  -2.0377  0.2733
H  -1.8879  1.9603  -1.4844  0.3572
H  1.2955  -1.0057  2.6599  0.3708
H  2.0259  -1.6490  1.1910  0.3233
H  2.1580  0.0722  1.5548  0.4267
H  -0.1792  -2.5944  0.3489  0.3410
H  -1.5516  -1.5130  0.0758  0.4029
H  -1.1082  -1.9810  1.7095  0.3711

Force components x, y, z for each atom (eV/Å):
0.56 -0.86 -1.31
-0.20 1.48 -1.73
-0.19 -0.16 0.35
-0.03 0.14 -0.19
0.03 0.15 -0.10
1.48 -0.52 1.90
0.01 -0.62 1.69
-0.19 -0.29 -1.17
-3.24 0.16 -1.69
1.55 0.53 1.46
0.15 -0.05 0.54
-0.08 -0.07 0.08
0.12 -0.06 0.15
-0.11 0.07 -0.07
0.12 -0.10 0.10
0.00 0.04 0.05
-0.16 0.03 -0.01
0.02 0.00 0.00
0.03 0.00 -0.02
0.01 0.00 -0.02
0.05 0.02 -0.06
0.06 0.11 0.06

Results
* LUMO level: 0.74 eV
* E_HOMO: -0.2765 Eh
* energy: -437.58571 Eh
* maximum force: 3.66 eV Å⁻¹
* spin multiplicity: 1

=====

C5H13N3O | ωB97M-V/def2-TZVPD

Last column: Mulliken charge in e.
Atoms and positions in Å:
H  0.0129  0.8452  1.8421  0.1674
N  -0.2627  0.8206  0.8596  -0.6702
C  0.6203  0.3942  0.0720  -0.2597
C  2.0005  -0.0799  0.3995  0.7331
C  2.1107  -1.5511  -0.0078  -1.4561
C  3.0308  0.7702  -0.3461  -1.4687
H  0.3458  0.3421  -0.9780  0.3485
H  2.1702  0.0116  1.4801  0.2823
H  3.0888  -1.9433  0.2616  0.4145
H  1.9747  -1.6558  -1.0814  0.3300
H  1.3446  -2.1435  0.4869  0.3652
H  2.8726  0.7002  -1.4200  0.3505
H  2.9544  1.8154  -0.0522  0.3741
H  4.0358  0.4205  -0.1219  0.3841
C  -4.0340  0.7543  -0.0150  -0.8087
N  -2.7994  0.0363  -0.1334  0.3144
N  -2.7841  -1.1057  -0.7428  -0.1038
O  -1.6914  -1.6731  -0.8138  -0.4649
H  -4.2926  0.9010  1.0355  0.2787
H  -3.9546  1.7318  -0.4945  0.2878
H  -4.8146  0.1727  -0.5027  0.3438
H  -1.9286  0.4363  0.2724  0.2576

Force components x, y, z for each atom (eV/Å):
0.26 -0.08 -0.14
-0.44 0.35 0.46
0.34 -0.02 0.14
0.17 -0.07 -0.02
-0.06 0.11 0.18
-0.13 -0.01 0.21
-0.04 -0.09 -0.24
-0.11 0.03 -0.10
0.09 -0.05 -0.02
0.00 -0.05 -0.14
-0.04 -0.11 0.01
0.02 0.00 -0.14
0.05 0.09 -0.03
0.10 -0.02 -0.03
-0.31 0.06 -0.04
0.50 0.37 0.27
0.19 -0.74 -0.32
-0.45 0.51 0.14
-0.05 0.00 -0.04
-0.05 -0.02 0.00
0.00 0.05 0.03
-0.04 -0.31 -0.20

Results
* LUMO level: 1.07 eV
* E_HOMO: -0.3148 Eh
* energy: -437.73143 Eh
* maximum force: 0.83 eV Å⁻¹
* spin multiplicity: 1

=====

C5H13N3O2 | ωB97M-V/def2-TZVPD

Last column: Mulliken charge in e.
Atoms and positions in Å:
C  1.7233  0.8140  -0.8871  -0.9380
C  0.9179  0.7091  0.1625  0.5747
C  0.9938  1.5911  1.3677  -1.3990
C  0.0539  -0.5934  0.4004  0.6452
N  0.8439  -1.4689  1.2183  -0.5698
O  -1.1117  -0.3207  1.0550  -0.6232
O  -0.2184  -1.1138  -0.9187  -0.3493
C  -0.9927  -2.2989  -0.9321  -0.9061
H  2.4426  1.6150  -0.9584  0.2975
H  1.6181  0.1818  -1.7532  0.2659
H  0.0539  2.1297  1.5130  0.2434
H  1.1450  0.9905  2.2640  0.2892
H  1.7887  2.3254  1.2834  0.4114
H  1.6001  -1.8827  0.6800  0.2921
H  0.2572  -2.1910  1.6303  0.2949
H  -1.6038  0.5026  0.5651  0.4910
H  -1.8378  -2.2252  -0.2378  0.3631
H  -0.3833  -3.1709  -0.6749  0.2622
H  -1.3654  -2.4087  -1.9479  0.2667
H  -0.9053  0.6995  -1.7076  0.4185
N  -1.0749  1.6959  -1.4392  -0.3873
N  -1.8698  1.7222  -0.4702  -0.1707
H  -2.0752  2.6976  -0.2125  0.2278

Force components x, y, z for each atom (eV/Å):
-0.38 0.33 -0.09
0.52 -1.54 0.58
-0.23 0.07 -0.03
0.77 1.32 -0.84
-0.27 -0.26 0.02
-1.45 1.58 -0.44
0.04 0.09 0.10
-0.07 0.01 0.12
0.05 0.20 0.02
0.11 -0.31 0.02
-0.05 0.02 0.01
0.02 -0.03 -0.01
0.12 0.05 -0.08
-0.18 0.10 0.10
0.14 0.11 -0.06
1.13 -2.17 1.00
0.11 -0.03 -0.13
-0.05 0.00 -0.02
-0.02 -0.09 0.00
0.01 0.42 0.57
-1.44 0.22 0.43
0.92 -0.04 -1.11
0.19 -0.04 -0.18

Results
* LUMO level: 0.29 eV
* E_HOMO: -0.3438 Eh
* energy: -512.97159 Eh
* maximum force: 2.64 eV Å⁻¹
* spin multiplicity: 1

=====

C5H13N3S | ωB97M-V/def2-TZVPD

Last column: Mulliken charge in e.
Atoms and positions in Å:
C  -1.7770  -0.4375  -1.0265  -0.4263
C  -0.8237  -0.8073  -0.1389  0.2251
C  -0.4736  1.6000  -0.4760  0.1394
C  0.9982  0.3647  1.1615  -0.5908
C  -0.5584  -2.1210  0.4407  -0.8457
N  -0.0407  0.3072  0.2549  0.0723
N  1.2437  3.6481  -0.2528  -0.7549
N  -0.4752  -3.2243  -0.5395  -0.2405
S  -1.6869  1.2422  -1.5612  0.0772
H  -2.4692  -0.9999  -1.5487  0.3825
H  0.2794  2.5385  -0.4652  0.3600
H  0.7211  0.4369  2.2313  0.3562
H  1.7569  -0.5076  1.1396  0.3214
H  1.5667  1.2781  0.9445  0.0383
H  -1.5579  -2.1892  1.0401  0.3426
H  0.2526  -2.1931  1.1852  0.5104
H  0.9816  4.1402  0.5268  0.2869
H  1.4184  4.3970  -0.9171  0.2729
H  2.0075  3.0912  -0.0305  0.2908
H  0.4936  -3.1617  -0.8822  0.3841
H  -1.3813  -3.2476  -1.0729  0.3892
H  -0.4757  -4.1547  -0.0131  0.4091

Force components x, y, z for each atom (eV/Å):
1.11 1.59 -0.28
1.47 3.48 -0.59
1.45 -5.01 1.54
3.61 -0.51 2.50
-2.95 -0.16 3.06
-4.22 2.98 -4.62
-1.03 0.45 -2.43
-0.46 -1.66 2.10
0.44 -1.22 1.51
-1.32 -1.32 -0.65
-0.79 0.10 0.28
-0.37 -0.03 -0.55
-1.27 1.25 -0.45
0.01 -0.49 0.21
1.80 -0.94 -0.62
-0.25 0.19 -0.63
-0.89 1.24 2.77
0.55 -0.52 -0.40
2.24 -0.48 0.13
-0.82 -0.22 -1.61
1.76 0.02 -0.68
-0.09 1.23 -0.59

Results
* LUMO level: -7.58 eV
* E_HOMO: -0.6386 Eh
* energy: -760.07506 Eh
* maximum force: 6.94 eV Å⁻¹
* spin multiplicity: 1
* total charge: +2